A molecular structure, C29H34Cl5CsN2O4SeSi2Te at a distorted geometry. Source: OMol25; level of theory: the ωB97M-V functional and the def2-TZVPD basis.

Geometry as ORCA input:
```
! RIJCOSX wB97M-V def2-TZVPD def2/J DEFGRID3
* xyz -2 1
Cs -1.281 -1.204 2.270
Cl 0.527 0.332 8.679
C 0.543 0.357 6.936
C 1.734 0.469 6.259
Cl 3.244 0.575 7.119
C 1.711 0.499 4.856
Cl 3.221 0.558 3.974
C 0.538 0.443 4.099
O 0.555 0.455 2.806
C -0.743 0.301 4.816
O -1.835 0.187 4.171
C -0.658 0.260 6.221
Cl -2.166 0.093 7.081
C -3.507 2.739 -1.480
Si -1.787 3.109 -2.148
C -1.236 4.780 -1.495
C -1.911 3.247 -4.025
C -0.569 1.788 -1.681
Te -0.316 1.517 0.461
C 1.789 1.272 0.260
Si 2.733 2.874 0.207
C 2.297 3.990 1.638
C 4.573 2.473 0.255
C 2.389 3.802 -1.397
H -4.062 3.675 -1.368
H -3.502 2.249 -0.505
H -4.101 2.111 -2.150
H -2.056 5.499 -1.568
H -0.389 5.176 -2.064
H -0.934 4.705 -0.449
H -2.622 4.023 -4.322
H -2.244 2.306 -4.468
H -0.941 3.495 -4.461
H 0.406 2.083 -2.090
H -0.796 0.800 -2.085
H 1.972 0.626 -0.602
H 2.046 0.741 1.176
H 2.331 3.443 2.576
H 1.286 4.388 1.524
H 2.999 4.827 1.692
H 4.828 1.953 1.180
H 5.174 3.385 0.204
H 4.860 1.830 -0.581
H 1.321 4.034 -1.494
H 2.696 3.228 -2.274
H 2.938 4.747 -1.403
C -4.159 -4.001 -0.546
N -3.602 -2.931 -1.343
C -3.912 -1.621 -1.231
Se -5.196 -0.827 -0.175
N -3.085 -0.953 -2.076
C -2.207 -1.825 -2.691
C -1.166 -1.633 -3.580
C -0.455 -2.760 -3.965
C -0.783 -4.028 -3.484
C -1.839 -4.218 -2.604
C -2.543 -3.093 -2.220
H -4.921 -3.567 0.097
H -3.354 -4.426 0.057
H -4.612 -4.749 -1.200
H -3.008 0.047 -2.032
H -0.892 -0.645 -3.924
H 0.388 -2.646 -4.635
H -0.186 -4.878 -3.788
H -2.070 -5.191 -2.194
Cl 5.361 -4.546 0.651
C 3.674 -4.081 0.507
C 2.763 -5.008 0.030
C 1.430 -4.639 -0.068
C 1.021 -3.352 0.257
C 1.958 -2.439 0.727
C 3.289 -2.806 0.876
C -0.444 -2.950 0.183
O -1.255 -3.731 0.735
O -0.684 -1.842 -0.335
H 3.096 -6.001 -0.242
H 0.688 -5.356 -0.398
H 1.638 -1.440 0.992
H 4.015 -2.107 1.270
*
```

Output
ΔE to the lowest compared entry with this formula, charge and spin	195.4	kJ/mol
LUMO	3.7	eV
DFT total energy	-7105.692799	Ha
gap between HOMO and LUMO	4.8	eV

---

A molecular structure, C29H34MoNO4S4Te at a distorted geometry. Source: OMol25; level of theory: the ωB97M-V functional and the def2-TZVPD basis.

Geometry as ORCA input:
```
! RIJCOSX wB97M-V def2-TZVPD def2/J DEFGRID3
* xyz 0 2
Mo 3.247 -0.746 -1.267
C 3.301 -4.443 0.946
C 3.692 -3.800 -0.375
C 3.980 -4.827 -1.462
O 2.645 -2.918 -0.792
C 4.955 -2.950 -0.172
O 5.957 -3.404 0.310
O 4.840 -1.687 -0.566
H 2.488 -5.154 0.790
H 2.967 -3.677 1.647
H 4.159 -4.957 1.374
H 3.127 -5.497 -1.583
H 4.855 -5.412 -1.185
H 4.181 -4.336 -2.416
H 2.165 -3.225 -1.600
S 4.252 1.284 -1.917
S 3.380 2.711 -0.661
S 3.718 1.941 1.164
S 2.901 0.031 0.956
C -0.387 5.947 4.146
C -0.274 4.810 3.171
C -0.220 5.040 1.802
C -0.101 4.002 0.887
C -0.054 4.338 -0.581
C -0.041 2.685 1.371
Te 0.250 1.155 -0.043
N 1.723 -0.828 -2.184
C 0.867 -1.675 -2.831
O 1.020 -2.897 -2.842
C -0.305 -1.036 -3.495
C -0.397 0.349 -3.603
C -1.507 0.921 -4.208
C -2.520 0.112 -4.704
C -2.424 -1.270 -4.606
C -1.318 -1.846 -4.002
C -1.445 -0.045 0.418
C -1.314 -1.362 0.860
C 0.007 -2.046 1.079
C -2.473 -2.094 1.116
C -3.736 -1.562 0.930
C -4.974 -2.365 1.215
C -3.834 -0.258 0.456
C -2.714 0.513 0.187
C -2.904 1.903 -0.355
C -0.076 2.425 2.745
C 0.045 1.053 3.352
C -0.202 3.500 3.618
H -0.552 6.894 3.633
H 0.526 6.040 4.738
H -1.211 5.786 4.842
H -0.273 6.058 1.432
H -0.184 5.409 -0.726
H -0.838 3.821 -1.137
H 0.903 4.054 -1.025
H 0.415 0.963 -3.238
H -1.578 1.997 -4.297
H -3.385 0.560 -5.175
H -3.212 -1.898 -5.001
H -1.222 -2.919 -3.914
H 0.802 -1.631 0.462
H -0.071 -3.104 0.832
H 0.321 -1.972 2.124
H -2.373 -3.117 1.462
H -4.726 -3.383 1.509
H -5.619 -2.412 0.337
H -5.553 -1.911 2.021
H -4.815 0.170 0.278
H -3.959 2.097 -0.539
H -2.369 2.028 -1.301
H -2.534 2.659 0.340
H 0.109 0.264 2.609
H -0.812 0.844 3.993
H 0.945 0.999 3.967
H -0.233 3.299 4.685
*
```

Output
ΔE to the lowest compared entry with this formula, charge and spin	21.8	kJ/mol
LUMO (alpha / beta)	-0.7 / -2.1	eV
DFT total energy	-3410.234789	Ha
gap between HOMO and LUMO (alpha / beta)	6.8 / 5.6	eV
<S²>	0.770